[1]
16
Properties=species:S:1:pos:R:3:forces:R:3 method="wB97M-V/def2-TZVPD" orbital_gap_ev="5.677 / 7.842" spin_multiplicity=3 total_charge=0
C 2.552 1.168 0.364 7.8 -2.0 -2.5
C -0.932 -0.299 0.377 3.8 2.6 -1.6
C 1.278 -1.452 -0.291 1.4 0.0 0.4
C -2.806 0.893 -0.287 -1.8 -5.2 -2.6
N 1.306 0.926 0.517 -8.6 -0.7 0.6
N 0.760 -0.261 0.326 -3.7 1.7 0.7
O -1.444 -1.318 0.618 -1.0 -1.4 0.5
O -1.477 0.881 0.007 3.9 0.1 0.6
H 3.021 1.986 0.856 0.4 0.1 0.6
H 3.155 0.330 -0.182 -0.5 2.2 0.5
H 2.237 -1.688 0.266 -1.0 -0.1 -1.1
H 0.495 -2.137 0.011 0.4 -0.9 -0.6
H 1.415 -1.354 -1.437 -0.2 -0.2 1.8
H -3.031 0.467 -1.404 0.7 1.3 2.4
H -3.350 1.741 -0.112 -0.5 2.6 0.4
H -3.179 0.118 0.370 -1.1 -0.1 0.0

[2]
13
Properties=species:S:1:pos:R:3:forces:R:3 method="wB97M-V/def2-TZVPD" orbital_gap_ev=10.320 total_charge=0 smiles="C=C(C#N)C(=O)OC"
C -1.234 -1.660 0.257 10.9 4.0 1.9
C -0.822 0.675 -0.365 -1.8 -1.2 -0.9
C 0.686 0.737 -0.123 -1.1 -3.2 -0.9
C 1.168 1.910 0.101 4.1 2.5 0.5
C 1.548 -0.445 -0.338 -4.1 5.5 1.0
H -2.048 -2.057 0.269 -8.8 -6.2 -0.4
H -1.192 -1.268 1.263 0.0 0.9 0.6
H -0.195 -2.170 0.261 -2.1 -0.2 -0.8
H 2.456 1.952 0.084 -4.3 0.6 0.4
H 0.383 2.706 0.240 1.6 -0.4 -0.2
N 2.129 -1.370 -0.523 3.1 -4.6 -0.9
O -1.364 -0.682 -0.710 1.2 4.9 -0.5
O -1.517 1.672 -0.416 1.4 -2.6 0.1

[3]
47
Properties=species:S:1:pos:R:3:forces:R:3 method="wB97M-V/def2-TZVPD" orbital_gap_ev=3.702 total_charge=-1
Cs -0.271 0.022 -0.064 0.6 -0.3 -0.5
C 3.633 -0.347 -1.000 0.0 0.0 0.0
N 3.061 0.677 -0.153 -0.1 0.0 -0.1
C 3.692 0.685 1.145 0.0 0.0 0.1
C 3.111 1.996 -0.795 0.0 0.0 0.0
C 2.255 3.025 -0.084 0.0 -0.2 -0.2
C 2.881 3.964 0.730 0.0 0.1 0.1
C 2.129 4.894 1.442 0.0 0.0 0.0
C 0.746 4.839 1.329 0.1 0.0 0.1
C 0.157 3.879 0.508 -0.2 0.0 -0.1
C 0.854 2.933 -0.269 0.2 0.3 0.2
H 4.709 -0.179 -1.194 0.0 0.0 0.0
H 3.114 -0.365 -1.959 0.0 0.0 0.0
H 3.510 -1.328 -0.539 0.0 0.0 0.0
H 4.773 0.922 1.087 0.0 0.0 0.0
H 3.590 -0.297 1.613 0.0 0.0 0.0
H 3.224 1.437 1.781 0.0 0.0 0.0
H 2.718 1.872 -1.806 0.0 0.0 0.0
H 4.167 2.326 -0.877 0.0 0.0 0.0
H 3.966 3.972 0.816 0.0 0.0 0.0
H 2.609 5.637 2.069 0.0 0.0 0.0
H 0.129 5.545 1.879 0.0 0.0 0.0
H -0.936 3.891 0.470 0.0 0.0 0.0
Br -7.543 -0.119 2.090 -0.1 0.0 0.0
C -5.708 -0.090 1.660 0.3 0.0 0.0
C -5.299 -0.096 0.339 -0.2 0.0 -0.1
C -3.935 -0.068 0.089 -0.1 0.0 0.2
N -3.023 -0.038 1.050 -0.4 0.0 0.1
C -3.425 -0.043 2.318 0.3 0.0 0.4
C -4.771 -0.064 2.679 -0.1 0.0 -0.3
C -2.327 -0.011 3.360 -0.4 0.0 -0.3
C -2.622 -0.008 4.722 0.3 0.0 0.1
C -1.557 0.030 5.607 0.0 0.0 -0.3
Br -1.894 0.036 7.461 0.0 0.0 0.1
C -0.260 0.066 5.131 0.1 0.0 0.1
C -0.078 0.059 3.756 -0.2 0.0 0.0
N -1.082 0.021 2.892 -0.1 0.0 0.2
H -6.011 -0.120 -0.473 0.0 0.0 0.0
H -3.567 -0.072 -0.934 0.0 0.0 0.1
H -5.104 -0.062 3.705 0.1 0.0 0.0
H -3.629 -0.035 5.106 0.0 0.0 -0.1
H 0.589 0.100 5.799 0.0 0.0 0.0
H 0.920 0.091 3.333 0.0 0.0 0.0
C 0.122 -3.256 -0.341 0.0 -0.1 0.1
H -0.681 -3.635 0.321 -0.1 0.1 0.0
H 1.058 -3.567 0.160 0.1 0.1 0.0
H 0.060 -3.888 -1.244 0.0 0.1 -0.1

[4]
77
Properties=species:S:1:pos:R:3:forces:R:3 method="wB97M-V/def2-TZVPD" orbital_gap_ev=8.084 total_charge=0 smiles="CCCCNc1c([C@H](F)CC)c(CC(=O)N(C)C)c2nccnc2c1CCCCCCCOC"
C 5.883 -0.993 3.438 0.1 -0.2 0.0
C 5.054 -0.675 2.210 0.0 0.1 0.0
C 4.317 0.652 2.319 -0.2 -0.3 0.2
C 3.758 1.129 1.000 0.1 -0.1 -0.3
N 2.705 0.235 0.477 0.0 0.0 0.2
C 1.651 0.848 -0.231 0.2 -0.1 -0.1
C 0.616 1.504 0.508 0.0 0.1 0.2
C 0.556 1.390 2.012 0.0 0.0 0.1
F 1.588 2.182 2.558 0.1 0.0 0.1
C 0.610 -0.004 2.618 -0.4 0.0 -0.1
C -0.773 -0.647 2.674 0.3 0.0 -0.1
C -0.331 2.249 -0.148 -0.1 0.1 0.1
C -1.350 3.125 0.545 0.2 0.3 -0.1
C -2.697 2.460 0.658 -0.1 0.0 0.2
O -2.862 1.484 1.343 0.0 -0.3 0.0
N -3.752 3.078 -0.082 0.0 -0.1 -0.1
C -4.430 2.132 -0.975 0.1 0.2 0.1
C -4.666 3.740 0.837 0.0 0.1 -0.1
C -0.354 2.248 -1.565 0.1 0.0 -0.3
N -1.303 2.969 -2.215 -0.1 0.1 0.3
C -1.301 2.933 -3.514 0.0 0.0 -0.1
C -0.354 2.183 -4.238 0.0 0.0 0.1
N 0.572 1.490 -3.646 0.3 -0.3 0.0
C 0.600 1.500 -2.284 -0.4 0.2 -0.2
C 1.621 0.803 -1.607 0.1 -0.2 0.0
C 2.627 0.051 -2.426 -0.1 -0.1 -0.1
C 2.169 -1.332 -2.921 -0.1 -0.1 0.2
C 1.517 -2.292 -1.918 -0.1 0.1 0.2
C -0.010 -2.273 -1.896 0.1 0.0 0.1
C -0.604 -3.471 -1.164 -0.1 0.0 -0.1
C -2.061 -3.767 -1.521 0.0 0.0 0.0
C -3.080 -3.135 -0.592 -0.1 -0.1 0.0
O -3.608 -4.137 0.256 0.2 -0.1 0.2
C -4.281 -3.609 1.371 -0.1 0.0 -0.1
H 6.423 -1.928 3.312 0.1 -0.1 0.0
H 5.255 -1.106 4.315 -0.1 0.1 0.2
H 6.620 -0.220 3.631 0.1 0.2 0.1
H 5.698 -0.655 1.331 0.1 0.0 -0.1
H 4.322 -1.466 2.066 -0.1 -0.2 -0.2
H 4.985 1.407 2.727 0.1 0.2 0.0
H 3.484 0.528 3.006 -0.1 0.2 0.3
H 3.368 2.136 1.070 -0.1 0.1 0.1
H 4.582 1.149 0.280 0.1 0.2 -0.2
H 3.140 -0.463 -0.101 0.0 -0.2 0.0
H -0.361 1.844 2.366 -0.1 0.0 0.0
H 0.991 0.127 3.626 0.2 -0.1 0.2
H 1.275 -0.647 2.064 0.3 0.0 0.0
H -1.372 -0.251 3.485 -0.2 0.1 0.1
H -0.670 -1.720 2.801 0.0 -0.2 0.1
H -1.300 -0.479 1.744 -0.3 0.0 -0.2
H -1.481 4.028 -0.034 0.0 0.2 -0.1
H -0.997 3.405 1.530 0.0 0.0 0.2
H -4.553 2.589 -1.953 -0.2 0.1 -0.1
H -5.398 1.831 -0.582 -0.2 -0.1 0.0
H -3.830 1.243 -1.112 0.1 -0.2 0.0
H -5.175 3.038 1.502 -0.1 -0.1 0.1
H -4.127 4.462 1.445 0.1 0.1 0.1
H -5.404 4.291 0.266 -0.2 0.1 -0.1
H -2.053 3.503 -4.039 -0.1 0.1 0.0
H -0.381 2.182 -5.318 0.0 0.0 -0.2
H 2.838 0.640 -3.311 0.1 0.1 -0.1
H 3.568 -0.032 -1.893 0.2 -0.1 0.2
H 1.470 -1.185 -3.740 -0.1 0.1 -0.2
H 3.043 -1.820 -3.344 0.2 0.0 -0.1
H 1.882 -2.125 -0.904 0.1 0.0 0.1
H 1.803 -3.312 -2.164 0.2 -0.2 -0.1
H -0.367 -1.360 -1.422 -0.1 0.3 -0.1
H -0.372 -2.269 -2.924 0.0 0.0 -0.2
H 0.004 -4.349 -1.377 0.1 -0.1 -0.1
H -0.541 -3.301 -0.091 0.1 -0.1 0.2
H -2.274 -3.466 -2.543 0.1 0.1 -0.2
H -2.229 -4.839 -1.483 -0.1 -0.2 0.0
H -2.618 -2.359 0.019 0.1 0.3 0.1
H -3.890 -2.670 -1.155 -0.2 0.1 -0.1
H -5.228 -3.148 1.086 -0.2 0.1 0.0
H -3.678 -2.859 1.883 0.1 0.1 0.1
H -4.477 -4.427 2.054 -0.1 -0.1 0.1

[5]
10
Properties=species:S:1:pos:R:3:forces:R:3 method="wB97M-V/def2-TZVPD" orbital_gap_ev=7.596 total_charge=-1
S -0.178 -1.673 0.918 0.0 -0.2 0.2
H -0.552 -0.861 1.922 0.1 -0.2 0.2
N -0.867 1.375 0.087 0.4 -3.1 -0.3
C 0.005 1.341 -1.119 1.3 0.8 1.8
O 1.252 0.523 -1.039 -2.0 1.2 0.1
H -0.527 2.019 0.792 0.4 -0.2 -0.2
H -0.870 0.314 0.523 -0.1 2.9 -1.3
H 0.361 2.363 -1.212 0.1 0.3 -0.4
H -0.539 1.107 -2.012 -0.4 -0.7 -0.3
H 0.997 -0.036 -0.287 0.4 -0.9 0.1